# 1
{
  "formula": "C45H39BN5O8S2Sb2Y",
  "method": "wB97M-V/def2-TZVPD",
  "symbols": ["Sb", "Sb", "Y", "S", "S", "O", "O", "O", "O", "O", "O", "O", "O", "N", "N", "N", "N", "N", "C", "C", "C", "C", "C", "C", "C", "C", "C", "C", "C", "C", "C", "C", "C", "C", "C", "C", "C", "C", "C", "C", "C", "C", "C", "C", "C", "C", "C", "C", "C", "C", "C", "C", "C", "C", "C", "C", "C", "C", "C", "C", "C", "C", "C", "B", "H", "H", "H", "H", "H", "H", "H", "H", "H", "H", "H", "H", "H", "H", "H", "H", "H", "H", "H", "H", "H", "H", "H", "H", "H", "H", "H", "H", "H", "H", "H", "H", "H", "H", "H", "H", "H", "H", "H"],
  "coordinates": [[-0.03, -0.65, 4.08], [-3.31, 0.09, -0.08], [0.26, -0.41, -1.20], [1.70, -2.49, -2.72], [-1.14, -0.70, -3.76], [0.75, -2.76, -1.62], [2.03, -1.05, -2.61], [-0.97, 2.69, -0.60], [-0.13, 0.33, -3.47], [1.27, 2.94, -0.89], [2.84, -3.36, -2.75], [-1.46, -1.29, -2.43], [-2.28, -0.29, -4.52], [1.11, 1.42, 1.96], [2.05, -0.94, 0.60], [4.16, -0.28, 1.05], [4.14, -1.50, 0.51], [2.96, 3.32, 2.83], [-2.52, -3.60, 6.27], [0.81, -2.71, -4.27], [-0.39, -3.29, -6.73], [-2.69, -4.29, 0.23], [-0.24, -4.26, 6.57], [-6.29, 0.59, 0.26], [1.33, 5.39, -0.50], [3.35, 2.22, 2.20], [0.93, 0.44, 5.66], [-2.86, 0.23, 3.06], [-0.86, 6.32, 0.00], [-7.87, -0.53, 1.68], [-1.43, -4.41, 0.81], [-1.59, -4.48, 6.79], [-1.85, 0.53, 4.18], [1.33, -3.70, -5.10], [-0.76, -2.27, 5.30], [-1.47, 5.07, -0.12], [1.07, 1.22, 7.94], [-0.32, -2.01, -4.68], [2.20, 1.96, 7.62], [-2.46, 0.90, 1.75], [-6.87, -1.38, 2.12], [2.43, 1.27, 1.76], [-2.52, -1.88, 0.31], [-0.91, -2.30, -5.90], [2.07, 1.18, 5.36], [0.44, 0.46, 6.96], [-0.70, -3.27, 1.11], [-3.23, -3.03, -0.02], [-0.65, 4.01, -0.44], [0.17, -3.16, 5.82], [0.51, 6.47, -0.19], [-7.58, 0.46, 0.76], [2.90, -1.90, 0.25], [-5.27, -0.26, 0.70], [1.66, 3.48, 3.02], [0.72, 4.16, -0.62], [0.74, 2.53, 2.59], [0.73, -3.99, -6.33], [-5.58, -1.25, 1.63], [2.70, 1.94, 6.33], [-2.11, -2.50, 5.53], [-1.25, -2.03, 0.84], [2.89, 0.04, 1.10], [0.23, 1.98, -0.85], [-1.37, 0.89, 1.60], [-6.07, 1.35, -0.47], [4.41, 2.07, 2.04], [1.23, -3.01, 5.65], [-1.91, -5.33, 7.37], [-3.25, -5.17, -0.02], [-4.81, -1.93, 1.98], [-1.46, 7.18, 0.24], [0.50, -4.94, 6.97], [0.68, 1.22, 8.95], [2.48, 1.17, 4.35], [-8.36, 1.13, 0.41], [-4.21, -2.96, -0.46], [-1.78, -1.75, -6.19], [-0.44, -0.12, 7.21], [1.15, -4.76, -6.95], [2.21, -4.24, -4.78], [0.28, -3.34, 1.56], [-2.86, -1.83, 5.13], [2.65, -2.85, -0.18], [-1.55, 1.58, 4.15], [-0.66, -1.15, 1.15], [2.40, 5.50, -0.65], [-2.73, 1.96, 1.75], [5.01, -1.97, 0.31], [-7.10, -2.16, 2.84], [3.58, 2.52, 6.08], [-2.27, 0.36, 5.17], [-2.95, -0.86, 2.93], [-3.85, 0.58, 3.35], [2.69, 2.55, 8.39], [-0.86, -3.50, -7.67], [-0.32, 2.68, 2.74], [0.95, 7.46, -0.08], [-1.02, -5.39, 1.01], [-2.53, 4.94, 0.01], [-3.58, -3.77, 6.44], [-8.88, -0.63, 2.07], [1.34, 4.38, 3.51]],
  "gap_ha": 0.2941,
  "e_lumo_ev": -0.284,
  "relative_energy_kcal_mol": 27.46
}

---

# 2
{
  "formula": "C45H39Br2ClFFeN5O5P",
  "method": "wB97M-V/def2-TZVPD",
  "symbols": ["Br", "Br", "Fe", "Cl", "P", "F", "O", "O", "O", "O", "O", "N", "N", "N", "N", "N", "C", "C", "C", "C", "C", "C", "C", "C", "C", "C", "C", "C", "C", "C", "C", "C", "C", "C", "C", "C", "C", "C", "C", "C", "C", "C", "C", "C", "C", "C", "C", "C", "C", "C", "C", "C", "C", "C", "C", "C", "C", "C", "C", "C", "C", "H", "H", "H", "H", "H", "H", "H", "H", "H", "H", "H", "H", "H", "H", "H", "H", "H", "H", "H", "H", "H", "H", "H", "H", "H", "H", "H", "H", "H", "H", "H", "H", "H", "H", "H", "H", "H", "H", "H"],
  "coordinates": [[-2.99, -5.96, 0.71], [2.02, -0.17, 8.73], [0.33, 1.08, 1.99], [-0.47, 3.31, 3.52], [-2.20, 1.53, 1.65], [-0.46, -1.40, -3.75], [1.06, -0.96, 1.96], [0.55, 1.69, -0.01], [4.12, 3.05, 1.66], [-0.84, -0.79, 0.83], [2.11, 2.14, 2.19], [-0.50, -4.58, 3.65], [1.90, -1.64, -5.33], [2.86, -3.49, -6.90], [0.44, 0.43, 4.39], [4.12, 1.21, -2.06], [0.87, -2.64, -5.64], [1.86, -0.91, -4.13], [-4.00, 5.22, 1.38], [1.68, 0.04, 4.61], [-3.27, 5.94, 2.29], [2.99, 1.93, -0.02], [-4.75, 0.09, -1.19], [-2.91, -0.54, 3.31], [-0.38, 0.58, 5.43], [-4.57, -0.45, 5.04], [-3.10, 1.43, -2.29], [-0.04, -3.46, 3.13], [1.76, 0.64, -1.71], [2.98, 0.54, -2.49], [1.36, -3.52, -6.80], [0.70, -0.81, -3.32], [-2.60, 3.29, 1.75], [-4.17, 1.48, 3.63], [5.36, 1.29, -2.84], [0.62, -0.09, -2.17], [3.41, -2.13, -7.22], [-0.44, -2.89, 1.91], [-3.59, -1.14, 4.36], [3.07, 2.39, 1.41], [2.58, -1.07, -6.48], [-4.85, 0.86, 4.69], [-1.37, -3.67, 1.20], [-3.16, 0.79, 2.99], [6.34, 0.18, -2.49], [2.20, -0.14, 5.89], [-1.36, -5.31, 2.96], [-2.48, 1.66, -1.08], [-2.98, 1.09, 0.09], [-1.81, -4.88, 1.70], [0.02, 0.39, 6.74], [-2.18, 5.34, 2.93], [-3.71, 3.88, 1.13], [1.71, 1.44, -0.49], [4.12, 1.83, -0.84], [3.02, -0.24, -3.65], [-4.25, 0.64, -2.35], [-4.14, 0.33, 0.04], [1.34, 0.04, 6.96], [-1.85, 4.02, 2.66], [-0.02, -1.47, 1.51], [-1.40, 0.87, 5.21], [-1.78, -3.34, 0.25], [3.21, -0.25, -6.11], [-0.27, -0.07, -1.56], [-1.59, 5.87, 3.65], [-5.63, -0.54, -1.21], [-4.36, 3.30, 0.48], [5.88, -0.80, -2.61], [-0.65, 0.51, 7.57], [2.31, -0.13, 3.74], [-2.24, -1.12, 2.70], [3.24, -3.80, -6.00], [-4.45, 2.47, 3.32], [-5.58, 1.45, 5.22], [1.87, -0.59, -7.20], [-4.56, -0.10, 0.92], [3.18, -4.18, -7.59], [-3.35, -2.17, 4.63], [0.96, -3.16, -7.76], [-4.72, 0.43, -3.29], [5.08, 2.23, -0.51], [3.33, -1.99, -8.30], [-0.11, -2.21, -5.91], [0.69, -2.97, 3.76], [-4.83, 5.67, 0.86], [-3.52, 6.97, 2.55], [-1.68, -6.24, 3.40], [5.79, 2.27, -2.64], [1.03, -4.55, -6.69], [3.94, -0.38, -4.19], [7.23, 0.24, -3.13], [-1.55, 2.21, -1.04], [3.25, -0.36, 6.06], [-5.13, -0.95, 5.82], [0.72, -3.23, -4.73], [-2.66, 1.83, -3.19], [6.65, 0.26, -1.43], [5.12, 1.27, -3.91], [4.48, -2.12, -6.96]],
  "spin_multiplicity": 5,
  "gap_ha": [0.2243, 0.2347],
  "s2": 6.01,
  "charge": 1,
  "e_lumo_ev": [-3.409, -3.409],
  "relative_energy_kcal_mol": 0.00
}

---

# 3
{
  "formula": "C45H39Br2N6OPtSbTe",
  "method": "wB97M-V/def2-TZVPD",
  "symbols": ["Pt", "Te", "Sb", "Br", "Br", "O", "N", "N", "N", "N", "N", "N", "C", "C", "C", "C", "C", "C", "C", "C", "C", "C", "C", "C", "C", "C", "C", "C", "C", "C", "C", "C", "C", "C", "C", "C", "C", "C", "C", "C", "C", "C", "C", "C", "C", "C", "C", "C", "C", "C", "C", "C", "C", "C", "C", "C", "C", "H", "H", "H", "H", "H", "H", "H", "H", "H", "H", "H", "H", "H", "H", "H", "H", "H", "H", "H", "H", "H", "H", "H", "H", "H", "H", "H", "H", "H", "H", "H", "H", "H", "H", "H", "H", "H", "H", "H"],
  "coordinates": [[-0.54, 0.07, -1.61], [0.73, 2.11, -3.50], [-2.95, 1.16, -1.61], [5.65, -2.77, -2.52], [-0.58, -4.33, -6.93], [-1.29, -3.20, 10.93], [-0.39, -0.35, 5.21], [-1.08, -1.48, -0.11], [1.48, -0.90, -1.80], [-1.16, -2.38, 4.69], [-0.13, 1.00, 0.48], [-0.60, -1.27, -3.46], [5.52, 1.63, -2.93], [-1.63, -3.36, 1.85], [3.97, -2.04, -2.21], [-0.37, 0.16, 1.51], [-0.15, 0.56, 2.84], [-0.12, 4.04, -7.24], [0.76, 5.12, -7.25], [-1.15, -2.74, 9.74], [-0.67, -1.43, 9.43], [0.53, -2.92, -4.74], [2.91, -2.31, -3.07], [0.34, 1.86, 3.08], [4.86, 0.96, -3.96], [-1.82, -3.66, 0.52], [-3.46, 2.48, -3.19], [1.63, 5.35, -6.17], [-0.88, -1.17, 1.19], [-1.73, -2.33, -5.28], [-0.46, -0.40, 3.85], [0.31, 2.23, 0.72], [2.79, 1.91, -3.21], [1.67, -1.73, -2.83], [-0.96, -2.43, 12.12], [-0.93, -1.94, 7.08], [-0.16, 3.19, -6.15], [2.49, -0.66, -0.96], [0.50, -1.99, -3.72], [0.73, 3.42, -5.08], [-1.53, -3.63, 8.68], [-3.38, 2.33, 0.10], [1.63, 4.50, -5.09], [-1.15, -2.09, 2.20], [3.75, -1.20, -1.12], [-4.57, -0.21, -1.61], [-1.54, -2.68, -0.43], [-0.83, -1.57, 5.69], [0.56, 2.70, 2.01], [3.49, 1.11, -4.11], [-1.41, -3.24, 7.39], [-0.56, -1.05, 8.13], [-1.68, -1.44, -4.23], [3.44, 2.58, -2.18], [-0.59, -3.09, -5.54], [-0.94, -1.67, 3.56], [4.81, 2.44, -2.04], [0.53, 2.20, 4.08], [-5.50, 0.35, -1.58], [-2.80, 3.34, -3.19], [3.08, -2.96, -3.92], [-2.68, 3.16, 0.18], [-2.54, -0.83, -4.00], [-3.40, 1.97, -4.15], [5.42, 0.35, -4.65], [1.41, -3.51, -4.94], [0.93, 3.70, 2.16], [-0.78, 3.87, -8.08], [-3.31, 1.71, 1.00], [-1.89, -4.61, 8.96], [-0.85, 2.36, -6.13], [0.78, 5.78, -8.10], [-1.18, -3.09, 12.95], [2.99, 0.61, -4.94], [-2.62, -2.44, -5.88], [2.31, 4.67, -4.27], [-1.69, -3.90, 6.58], [-4.55, -0.83, -2.50], [4.54, -0.98, -0.42], [-4.49, 2.83, -3.04], [-4.51, -0.85, -0.73], [0.46, 2.87, -0.14], [6.59, 1.53, -2.83], [-2.18, -4.62, 0.20], [-1.59, -1.54, 12.16], [2.30, 6.20, -6.20], [-1.69, -2.87, -1.49], [0.10, -2.18, 12.10], [2.28, 0.01, -0.14], [-4.39, 2.72, 0.02], [-0.39, -0.75, 10.22], [5.34, 2.97, -1.26], [2.90, 3.22, -1.50], [-0.19, -0.06, 7.91], [-1.84, -4.09, 2.63], [-0.09, 0.43, 5.77]],
  "spin_multiplicity": 5,
  "gap_ha": [0.2486, 0.1995],
  "s2": 6.06,
  "charge": 4,
  "e_lumo_ev": [-9.511, -12.189],
  "relative_energy_kcal_mol": 0.00
}

---

# 4
{
  "formula": "C45H39F6N4O4P2S2Y",
  "method": "wB97M-V/def2-TZVPD",
  "symbols": ["Y", "S", "S", "P", "P", "F", "F", "F", "F", "F", "F", "O", "O", "O", "O", "N", "N", "N", "N", "C", "C", "C", "C", "C", "C", "C", "C", "C", "C", "C", "C", "C", "C", "C", "C", "C", "C", "C", "C", "C", "C", "C", "C", "C", "C", "C", "C", "C", "C", "C", "C", "C", "C", "C", "C", "C", "C", "C", "C", "C", "C", "C", "C", "C", "H", "H", "H", "H", "H", "H", "H", "H", "H", "H", "H", "H", "H", "H", "H", "H", "H", "H", "H", "H", "H", "H", "H", "H", "H", "H", "H", "H", "H", "H", "H", "H", "H", "H", "H", "H", "H", "H", "H"],
  "coordinates": [[0.18, 0.35, 0.12], [3.37, 1.34, 0.81], [2.30, -0.18, 2.76], [-2.78, 0.01, -0.15], [-1.24, 2.28, 1.97], [4.65, 3.59, 1.09], [3.93, -1.78, 3.99], [1.82, -2.20, 4.26], [4.96, 2.18, 2.71], [2.80, -2.71, 2.39], [3.09, 3.28, 2.56], [1.97, 1.77, 0.61], [2.33, 0.73, 3.85], [0.97, -0.41, 2.14], [4.18, 1.25, -0.35], [3.38, 0.01, 1.63], [1.60, -0.52, -1.63], [0.33, -2.15, 0.10], [0.46, 1.98, -1.87], [-1.21, -2.29, 2.01], [-0.24, -2.90, 1.05], [-3.60, 0.78, 1.30], [0.09, -4.24, 1.22], [-1.43, 3.47, -1.48], [4.07, 2.70, 1.88], [-1.82, 4.96, 2.46], [1.27, -2.71, -0.69], [1.89, -1.83, -1.71], [0.47, 5.90, 1.19], [-1.43, 0.65, 4.24], [-4.51, -2.11, 0.57], [-0.43, 6.80, 1.76], [0.22, 4.54, 1.25], [0.74, 4.30, -2.40], [-1.57, 6.32, 2.40], [-0.93, 4.06, 1.88], [1.05, -4.81, 0.42], [-0.38, 1.15, 6.34], [0.10, 2.34, 5.82], [2.70, -2.32, -2.72], [1.66, -4.03, -0.55], [-3.43, 0.83, -1.62], [3.23, -1.43, -3.65], [-4.54, 1.67, -1.61], [-2.77, 0.60, -2.83], [2.00, 4.06, -2.89], [-4.30, -4.33, -0.32], [-0.19, 2.70, 4.51], [2.47, 2.76, -2.93], [2.76, -1.84, 3.40], [2.92, -0.09, -3.56], [-0.02, 3.24, -1.92], [-4.31, 2.04, -3.98], [-3.21, 1.19, -4.00], [-2.81, -2.60, -1.05], [-3.07, 2.16, 1.69], [-0.97, 1.85, 3.71], [2.10, 0.34, -2.53], [-1.14, 0.31, 5.55], [-4.97, 2.28, -2.78], [-4.94, -3.43, 0.52], [-3.43, -1.68, -0.21], [-3.24, -3.91, -1.12], [1.67, 1.75, -2.44], [-2.15, -2.84, 2.00], [-4.68, 0.82, 1.14], [0.93, 3.84, 0.81], [-5.78, -3.74, 1.12], [3.28, 0.61, -4.30], [-1.97, -2.29, -1.67], [-1.68, 2.92, -0.58], [-5.84, 2.94, -2.76], [-2.27, 7.02, 2.85], [-0.41, -4.81, 1.99], [-2.75, -4.61, -1.78], [-0.80, -2.31, 3.02], [0.19, 3.63, 4.12], [-3.31, 2.89, 0.90], [-1.90, -0.04, -2.86], [-3.46, 0.07, 2.12], [-2.70, 4.61, 2.98], [-5.08, 1.87, -0.69], [0.70, 3.01, 6.43], [-1.52, -0.62, 5.96], [-2.02, -0.03, 3.65], [3.86, -1.80, -4.45], [-1.43, -1.24, 1.78], [-2.70, 0.99, -4.93], [-4.66, 2.51, -4.89], [3.45, 2.53, -3.32], [-0.23, 7.86, 1.72], [-5.03, -1.42, 1.22], [1.33, -5.85, 0.54], [2.91, -3.37, -2.81], [1.37, 6.26, 0.71], [-3.59, 2.50, 2.59], [-1.61, 4.53, -1.29], [-0.15, 0.88, 7.37], [0.31, 5.29, -2.39], [2.62, 4.88, -3.25], [-2.12, 3.14, -2.27], [2.44, -4.44, -1.16], [-4.64, -5.36, -0.37]],
  "gap_ha": 0.2763,
  "charge": 2,
  "e_lumo_ev": -5.890,
  "relative_energy_kcal_mol": 1.92
}